Computed, not measured: the molecule CF3IO2S at a distorted geometry, with ωB97M-V/def2-TZVPD.

Geometry as XYZ:
```
8
Properties=species:S:1:pos:R:3:forces:R:3
F -1.92213 -1.84328 -1.10245 0.302 0.066 0.217
I -0.93416 0.87405 -1.13589 -0.238 0.894 -1.187
S 0.91072 0.58614 1.57842 -0.392 -0.433 -2.029
O 1.25174 1.68731 2.39972 0.175 0.643 0.234
F 1.84317 0.70015 0.15144 -0.589 -0.023 1.162
F 0.10040 -1.74865 -1.79104 -0.071 0.052 0.325
O -0.49354 0.95864 0.82020 1.021 -0.281 1.763
C -0.75620 -1.21436 -0.92039 -0.210 -0.918 -0.484
```
Forces are in eV/Å.

Results
2S+1 ... 1
Orbital gap (alpha / beta) ... 6.9 / 7.6 eV
HOMO (alpha / beta) ... -8.83 / -9.61 eV
LUMO (alpha / beta) ... -1.93 / -1.98 eV